The following is a DFT calculation (ωB97M-V/def2-TZVPD) of an isolated molecule of C18H22N4O3 at a distorted geometry.

Output
Total charge: 0
Relative energy (zero: lowest compared OMol25 entry of this formula, charge and spin): 1.8443 eV
HOMO-LUMO gap: 8.562 eV

Each line ends with the Mulliken charge.
Positions of all 47 atoms, in Å:
C: -4.00614 2.02025 -0.63980  -0.85
N: 0.42963 -2.34858 -1.28117  -0.66
H: 4.12990 0.92192 1.67270  0.44
C: -3.15752 2.89108 0.29612  -0.44
H: -2.84432 -3.61462 0.35719  0.50
H: 5.81822 2.46099 1.06864  0.32
N: 1.66498 -0.35870 1.38429  0.00
H: -4.03214 2.49034 -1.62822  0.36
H: -2.82734 -2.42650 1.68563  0.41
O: -1.11307 -1.07626 2.30328  -0.72
H: -0.23989 1.85924 -0.68827  0.36
H: 5.45506 -0.53043 -2.13452  0.44
H: -1.16581 1.24172 0.70492  0.33
C: -2.06507 0.81181 -1.23048  -0.66
O: -1.82677 2.98624 -0.16941  -0.47
H: -2.06609 1.26313 -2.22773  0.41
C: -3.67509 -0.21499 0.30720  -0.32
H: -4.65358 0.02483 0.72758  0.54
H: -5.02709 1.94493 -0.26207  0.45
H: 6.48332 1.00245 1.85910  0.32
C: 3.47720 -1.13785 -1.59649  -0.51
H: -3.16743 2.46927 1.31344  0.28
C: 4.92150 0.25630 -0.22817  0.94
C: 2.49687 -1.04988 -0.60646  -0.60
H: 7.50140 1.96723 0.76204  0.24
H: -1.37889 -3.24309 -1.48038  0.43
C: -0.60662 -1.43357 1.24939  0.00
C: 4.66813 -0.49040 -1.39856  -0.70
O: 6.14898 0.83874 -0.18252  -0.44
C: 1.17879 -1.56928 -0.45912  1.79
N: -1.30383 -2.22153 0.32228  0.16
H: -4.66495 -2.11365 -0.04614  0.39
C: 2.75696 -0.29975 0.56709  -0.66
C: -2.68543 -2.56296 0.61054  -1.21
H: -1.60749 -0.17439 -1.30264  0.19
C: -3.67054 -1.68281 -0.16415  -0.95
C: -0.74905 -2.62572 -0.85414  -0.06
H: -2.93924 -0.08793 1.11040  0.28
C: -1.24462 1.70476 -0.29040  -0.43
C: 3.96573 0.35887 0.76811  -0.29
H: 3.28863 -1.70724 -2.49209  0.55
H: 1.55887 0.07857 2.28442  0.21
N: -3.45480 0.68666 -0.81539  -0.05
H: -3.42818 -1.70583 -1.22788  0.38
C: 6.49089 1.60603 0.94565  -0.82
C: 0.70546 -1.12213 0.77660  -0.27
H: -3.53951 3.91276 0.32960  0.37

Force components x, y, z for each atom (eV/Å):
C 0.2 0.2 0.2
N 0.1 -0.2 -0.5
H 0.1 0.1 0.1
C -0.3 -0.1 -0.1
H 0.1 0.1 0.1
H 0.0 0.0 0.0
N -0.2 0.1 0.4
H -0.1 0.1 0.1
H 0.1 -0.1 -0.2
O 0.1 0.1 0.2
H 0.0 -0.1 0.0
H 0.1 0.0 -0.1
H 0.0 0.0 0.0
C 0.2 0.2 0.1
O 0.0 0.1 -0.1
H 0.1 0.0 0.0
C 0.1 -0.1 -0.1
H 0.0 0.0 0.0
H 0.0 0.0 0.0
H 0.0 0.0 0.0
C 0.1 0.1 0.1
H 0.0 0.1 0.0
C -0.2 0.0 0.1
C 0.1 0.2 0.4
H -0.1 0.0 0.1
H -0.2 -0.1 0.0
C 0.2 0.0 0.0
C 0.1 0.0 -0.1
O -0.2 -0.2 -0.2
C -0.5 0.3 1.0
N 0.4 0.2 0.1
H 0.0 0.0 -0.1
C 0.1 -0.3 -0.6
C -0.7 -0.1 0.0
H 0.1 0.0 -0.1
C 0.2 0.0 0.3
C 0.0 -0.2 -0.3
H -0.1 0.0 0.0
C 0.0 -0.3 -0.2
C 0.4 0.2 0.1
H 0.0 -0.1 -0.1
H 0.0 0.0 -0.1
N -0.2 0.1 -0.1
H -0.1 0.0 0.0
C 0.0 0.1 0.2
C 0.0 -0.4 -0.7
H 0.0 -0.1 0.1



The following is a DFT calculation (ωB97M-V/def2-TZVPD) of a cluster of 6 separate species, C18H22N6 in total at a distorted geometry.

Output
Total charge: 0
Relative energy (zero: lowest compared OMol25 entry of this formula, charge and spin): 1.7082 eV
HOMO-LUMO gap: 9.383 eV

Each line ends with the Mulliken charge.
Positions of all 46 atoms, in Å:
C: 11.62405 13.48107 6.75937  -0.39
H: 13.11920 9.99139 7.47113  0.42
N: 7.07680 6.39767 8.46840  -0.56
C: 15.42265 6.57483 13.89577  -0.83
H: 13.99086 11.35890 5.48966  0.39
H: 7.91021 7.60629 7.00239  0.37
H: 16.39681 6.10289 13.76775  0.29
C: 9.62996 6.09273 9.53243  -0.21
H: 15.04314 9.19144 10.98575  0.29
N: 11.33727 14.53416 10.66858  -0.45
C: 8.11066 7.04196 7.90115  -0.26
C: 15.32239 7.97785 13.60171  0.42
C: 7.26496 5.65693 9.60210  -0.23
H: 14.46682 10.33506 9.70081  -0.10
H: 13.84244 10.41526 11.39644  -0.02
H: 18.93869 13.87727 8.56690  0.27
H: 14.79702 6.05693 13.16881  0.26
N: 16.21552 12.23365 8.19445  -0.44
C: 18.53583 13.42223 7.66206  -0.73
C: 11.25455 12.70959 7.86208  -0.58
C: 12.26624 13.86281 10.75078  0.24
H: 12.86099 13.49710 4.96268  0.39
C: 13.14113 8.80264 10.27541  0.36
C: 13.22080 11.71469 6.15811  -0.75
C: 14.20604 9.77072 10.59614  -0.09
H: 13.37195 12.34980 9.93040  -0.37
H: 10.24458 7.45508 8.02739  0.36
H: 8.60669 4.84472 11.01187  0.35
C: 8.53585 5.47931 10.14085  -0.33
H: 11.20101 14.43969 6.49766  0.39
H: 18.22256 14.21810 6.98637  0.26
H: 13.45222 12.30255 11.67972  0.24
C: 12.83976 11.01844 7.28815  -0.03
C: 17.26356 12.73345 7.95323  0.37
N: 11.86815 11.52541 8.13773  -0.33
C: 9.40164 6.92471 8.44520  -0.23
C: 12.62596 12.96851 5.87469  -0.16
N: 12.27859 8.04935 10.04595  -0.42
H: 10.53024 12.97482 8.61801  0.59
H: 14.38776 13.49632 10.77627  0.29
N: 15.27604 9.10898 13.42373  -0.38
H: 6.40979 5.06445 9.89202  0.36
H: 15.00156 6.41299 14.88804  0.28
H: 19.22937 12.77325 7.12734  0.27
C: 13.43190 12.97443 10.82166  0.05
H: 10.57016 5.96943 10.04935  0.38

Force components x, y, z for each atom (eV/Å):
C 1.3 -0.8 -1.3
H 0.4 0.1 0.3
N 0.0 -0.2 0.5
C -0.7 -1.0 -0.3
H 0.0 -0.3 0.0
H 0.0 0.1 0.0
H 0.2 0.6 0.3
C -1.0 0.2 0.9
H 0.1 0.3 -0.2
N 0.2 -0.1 0.0
C 0.2 -1.2 1.7
C 0.7 0.5 0.1
C 0.9 0.6 -2.3
H 0.1 0.0 0.1
H 0.2 -0.1 -0.2
H 0.1 -0.3 -0.1
H -0.3 -0.1 0.1
N 3.8 1.7 -0.9
C -1.1 0.1 -0.3
C 1.7 -1.3 0.0
C 0.3 -0.1 0.5
H 0.2 0.1 0.1
C -1.6 -1.1 -0.4
C -0.2 1.3 -0.4
C -0.5 -0.8 0.0
H 0.1 0.0 0.0
H 0.0 0.1 -0.2
H 0.4 0.0 0.1
C -0.9 -0.1 -0.3
H -0.3 0.0 0.3
H 0.4 0.2 -0.1
H -0.4 0.4 0.1
C -2.5 1.5 0.7
C -3.3 -1.8 1.1
N 0.7 -0.2 -1.2
C 0.2 -0.1 -0.3
C -1.1 -0.7 1.7
N 1.9 1.4 0.4
H -0.2 0.4 -0.3
H -0.2 0.3 0.1
N -0.1 0.1 0.0
H -0.1 0.2 0.4
H 0.2 -0.2 0.0
H 0.0 0.0 0.3
C 0.0 -0.1 -0.5
H 0.3 0.3 -0.5



The following is a DFT calculation (ωB97M-V/def2-TZVPD) of a structure of composition C18H22N6ReSbSe4.

Output
Total charge: +2
Relative energy (zero: lowest compared OMol25 entry of this formula, charge and spin): 0.0000 eV
HOMO-LUMO gap: 6.539 eV

Each line ends with the Mulliken charge.
Positions of all 52 atoms, in Å:
C: 2.14354 -1.61088 2.67405  -1.89
H: 3.64122 -0.72310 0.55417  0.34
H: 1.27564 -2.02373 3.18836  0.43
H: 4.00884 -3.12316 -2.36750  0.42
C: -0.14148 1.11354 1.29370  1.10
C: 2.94080 -3.08812 -2.19493  -0.52
C: 0.08248 1.94156 3.89969  -1.29
H: -1.07606 2.95657 -0.98530  -0.14
C: -2.88956 -1.79052 -1.02993  -0.27
H: 2.74012 0.77152 0.20906  0.17
H: -3.63333 -1.03435 -0.83853  0.52
C: -1.02397 2.11773 1.75678  0.38
H: 1.63670 0.48998 4.10227  0.32
H: 1.20170 -1.13953 0.82826  -0.55
Se: 0.89163 3.68047 -2.93827  -0.18
H: 2.80771 -1.17349 3.41896  0.42
C: 2.99225 0.04358 0.98210  -1.10
N: -3.11098 -3.10005 -1.03148  0.13
Se: 0.21838 1.97725 -6.84609  -0.26
C: -1.10141 -2.85969 -1.44985  0.19
C: 0.82543 0.49137 2.12572  0.18
H: -3.57017 1.19285 1.30593  0.43
H: -2.78125 1.08893 -0.28225  -0.15
H: -2.35735 4.13575 -0.72626  0.42
H: -2.60698 3.46691 1.60187  0.68
C: 1.74449 -0.59159 1.60699  1.73
C: -1.55229 3.58707 -0.23601  -1.05
H: 2.84103 -0.93610 -2.11786  0.46
Re: -0.20531 -0.00750 -1.55577  0.41
C: -3.18344 1.77310 0.46726  -1.15
H: 0.44011 -5.13193 -1.83157  0.49
C: 0.91572 0.93484 3.43186  -0.69
N: -1.60389 -1.59804 -1.29792  -0.03
Sb: -0.12092 2.10999 -4.58058  0.65
N: 2.28868 -4.24036 -2.12208  -0.46
H: -4.01636 2.30816 0.01085  0.46
C: 0.98220 -4.19654 -1.89767  -0.38
C: -0.87539 2.51436 3.07462  -1.15
C: 0.31788 -2.99207 -1.74336  0.65
Se: 1.68532 1.41198 -2.61065  -0.04
C: -2.11199 2.76746 0.92613  0.25
H: 0.17125 2.27340 4.92555  0.42
C: 2.29550 -1.86673 -2.05822  -0.08
H: -3.98004 -3.58887 -0.86052  0.22
H: 3.56708 0.56593 1.74772  0.41
N: -1.99142 -3.79761 -1.30011  -0.62
Se: -1.82413 0.89224 -3.17750  -0.19
N: -0.21922 0.66078 -0.00322  0.43
N: 0.97645 -1.81561 -1.83724  0.10
H: 2.68872 -2.43352 2.21026  0.45
H: -1.52777 3.28428 3.46477  0.46
H: -0.81614 4.31154 0.11373  0.46

Force components x, y, z for each atom (eV/Å):
C 0.0 0.0 0.0
H 0.0 0.0 0.0
H 0.0 0.0 0.0
H 0.0 0.0 0.0
C -0.1 -0.1 0.0
C 0.0 0.0 0.0
C 0.0 0.0 0.0
H 0.0 0.0 0.1
C 0.0 0.0 0.0
H 0.0 0.0 0.0
H 0.0 0.0 0.0
C 0.0 0.0 0.0
H 0.0 0.0 0.0
H 0.0 0.0 0.0
Se 0.1 -0.2 -0.1
H 0.0 0.0 0.0
C 0.0 0.0 0.0
N 0.0 0.0 0.0
Se 0.0 0.0 -0.1
C 0.0 0.0 0.0
C 0.0 0.0 0.0
H 0.0 0.0 0.0
H 0.0 0.0 0.0
H 0.0 0.0 0.0
H 0.0 0.0 0.0
C 0.0 0.0 0.0
C 0.0 0.0 0.0
H 0.0 0.0 0.0
Re 0.0 0.2 -0.5
C 0.0 0.0 0.0
H 0.0 0.0 0.0
C 0.0 0.0 0.0
N 0.0 0.0 0.1
Sb 0.1 0.2 0.3
N 0.0 0.0 0.0
H 0.0 0.0 0.0
C 0.0 0.0 0.0
C 0.0 0.0 0.0
C 0.0 0.0 0.0
Se -0.5 -0.1 0.1
C 0.0 0.0 0.0
H 0.0 0.0 0.0
C 0.0 0.0 0.0
H 0.0 0.0 0.0
H 0.0 0.0 0.0
N 0.0 0.0 0.0
Se 0.2 -0.2 0.2
N 0.1 0.0 -0.1
N 0.1 0.1 0.1
H 0.0 0.0 0.0
H 0.0 0.0 0.0
H 0.0 0.0 0.0



The following is a DFT calculation (ωB97M-V/def2-TZVPD) of a structure of composition C18H23AgN5O3S2 at a distorted geometry.

Output
Total charge: +1
Relative energy (zero: lowest compared OMol25 entry of this formula, charge and spin): 0.0000 eV
HOMO-LUMO gap: 8.192 eV

Each line ends with the Mulliken charge.
Positions of all 52 atoms, in Å:
H: -0.80424 -3.06573 -3.04030  0.55
H: 3.99366 -2.34243 3.29640  0.21
C: -1.42794 -1.82673 -5.30750  -1.85
H: -1.04414 -2.84113 -5.39810  0.40
C: -0.98494 -1.20133 -4.03040  1.03
H: 3.31386 4.01687 -1.00720  0.34
C: -2.62484 1.03797 3.71790  0.56
H: -2.40014 2.26417 1.99850  0.15
H: -2.16894 1.97707 -4.09800  0.39
C: 1.96496 2.03007 0.91500  0.28
Ag: 0.23146 0.31837 2.57610  0.59
C: -0.06884 -1.56833 -1.69360  -1.27
O: 2.85306 2.97817 0.71200  -0.35
H: 3.17406 -1.09823 2.32350  0.14
N: 3.16736 -1.75363 3.11880  -0.41
C: -1.22234 0.09867 -3.71830  0.71
H: -1.12394 -1.26943 -6.18750  0.39
C: 0.38256 -0.10043 -1.78460  0.62
H: 0.70396 -2.37743 -3.53630  0.42
H: -1.42684 1.25517 -5.50500  0.34
H: -2.94964 0.62257 -4.90540  0.41
H: 2.72086 1.43617 -2.09830  0.39
N: -1.44134 0.40267 3.68580  -0.01
O: 0.18486 -0.13793 0.58520  -0.76
C: 2.04416 -1.82593 3.96960  0.53
H: -2.45994 -1.26333 6.40780  0.39
C: 3.28826 2.98547 -0.67850  -0.42
C: -1.99104 1.02507 -4.59650  -1.88
C: 0.33366 -2.26553 5.70340  -0.30
H: -3.95734 2.44057 2.84320  0.21
H: -1.00514 -1.60223 -1.13670  0.33
S: -3.54904 0.49657 5.01890  -0.23
O: 1.53786 1.77307 2.03180  -0.61
C: 2.25546 2.13277 -1.41040  -0.48
N: 0.93936 -1.07863 3.81540  -0.12
C: -0.71364 0.71717 -2.45340  -0.75
H: 4.28806 2.56297 -0.70350  0.25
N: 1.60426 1.42717 -0.29170  0.46
H: -2.51854 -1.90863 -5.33560  0.35
C: -0.01474 -1.30233 4.75770  -0.02
N: -3.02774 2.00317 2.77240  -0.43
C: -1.28814 -0.51163 4.68840  0.05
C: -2.37554 -0.60463 5.55390  -0.30
H: 1.52696 2.73777 -1.94450  0.24
H: -1.54314 0.85967 -1.75520  0.39
H: -0.34894 1.72317 -2.67300  0.25
H: -0.27144 -2.59573 6.53630  0.39
C: 0.69346 0.40097 -0.40840  -0.04
C: -0.26394 -2.11793 -3.09390  -0.95
H: 0.64916 -2.17933 -1.14580  0.45
H: 1.27676 -0.05733 -2.40490  0.21
S: 1.88856 -2.82753 5.31460  -0.23

Force components x, y, z for each atom (eV/Å):
H -0.1 0.0 0.0
H -1.0 0.7 -0.2
C -0.5 -0.2 -0.2
H 0.1 0.0 0.0
C -0.1 1.5 0.6
H 0.0 0.1 0.0
C 1.6 0.1 -1.4
H -0.6 -0.4 1.0
H -0.1 0.0 0.0
C -0.8 -0.3 1.5
Ag -0.6 0.9 -0.4
C -0.1 0.2 -0.2
O 0.4 0.3 -0.6
H -0.2 -0.7 1.0
N -0.9 -0.2 0.8
C 0.3 -1.6 -0.3
H 0.1 0.2 -0.1
C -0.1 -0.8 0.1
H 0.1 0.0 0.0
H -0.1 0.0 -0.1
H -0.2 -0.1 -0.1
H 0.0 0.0 -0.1
N -2.8 1.1 0.7
O 0.6 0.5 -4.0
C -0.5 1.5 -1.4
H -0.3 0.3 -0.1
C -0.1 0.0 0.5
C 0.1 0.3 -0.4
C -0.9 1.6 -1.3
H 1.1 -0.5 -0.1
H 0.0 0.0 0.0
S -1.6 0.3 0.8
O 2.4 2.4 -2.3
C -0.2 -0.1 0.1
N 2.5 -2.3 1.1
C 0.0 0.3 0.3
H 0.1 0.0 0.0
N 0.4 0.5 0.0
H 0.0 0.0 -0.1
C -0.2 -1.1 1.5
N 0.2 -0.8 1.0
C -0.9 -0.7 1.5
C 2.0 -0.2 -1.2
H 0.0 0.0 -0.1
H -0.1 0.0 0.1
H 0.0 0.1 -0.1
H 0.4 -0.2 -0.1
C -0.7 -1.2 1.1
C 0.2 -0.2 0.1
H 0.0 0.1 0.0
H 0.1 0.1 -0.1
S 0.9 -1.3 0.9